Record 1
Below is 2 unconnected molecules or ions with the total composition C15H20N3, with properties calculated with wB97M-V/def2-TZVPD.

Last column: Mulliken charge in e.
Element x y z (Å)
C: 0.8423 1.2588 0.1988  0.311
C: 1.6930 0.5080 1.0569  -0.167
C: 1.9624 0.7025 2.3970  -0.312
C: 1.4530 1.6764 3.2684  -0.348
C: 0.7946 2.8337 2.9339  -0.371
C: 0.4925 3.3059 1.6512  -0.143
C: 0.4775 2.6118 0.4511  -0.450
H: 0.8889 1.0111 -0.8704  0.152
H: 2.2107 -0.3313 0.5930  0.352
H: 2.6145 -0.0423 2.8701  0.395
H: 1.6014 1.4987 4.3419  0.367
H: 0.4681 3.4771 3.7627  0.355
H: 0.1670 4.3547 1.5985  0.343
H: 0.1826 3.1837 -0.4347  0.381
C: 2.9500 -2.2323 -1.8798  -0.524
C: 1.8278 -1.8728 -2.6068  -0.169
N: 0.7490 -2.0663 -1.7781  0.377
C: -0.6470 -1.7740 -2.0695  -1.168
C: -1.3974 -1.2719 -0.8465  0.163
C: -2.8149 -0.8195 -1.1875  -0.748
C: -3.0655 0.4605 -0.3967  -0.702
C: -1.8685 0.6391 0.5255  -0.373
N: -0.7623 -0.1586 -0.0875  -0.156
C: 1.2183 -2.5881 -0.5901  -0.277
N: 2.5481 -2.6619 -0.6305  -0.637
H: 3.9742 -2.1913 -2.2040  0.412
H: 1.7251 -1.4921 -3.6110  0.409
H: -0.7053 -1.0650 -2.9073  0.484
H: -1.1585 -2.6994 -2.3834  0.216
H: -1.4572 -2.1113 -0.1249  0.241
H: -2.9229 -0.6769 -2.2654  0.329
H: -3.5178 -1.6132 -0.9152  0.357
H: -3.1334 1.3021 -1.0847  0.296
H: -4.0000 0.4071 0.1577  0.313
H: -1.5994 1.6877 0.6511  0.259
H: -2.0746 0.2239 1.5216  0.356
H: -0.2535 -0.5886 0.6899  0.250
H: 0.5369 -2.8862 0.2045  0.428

Relative energy (zero: lowest compared OMol25 entry of this formula, charge and spin) = 36.5 kcal/mol
Lowest unoccupied orbital energy = -0.1717 Eh
HOMO = -11.58 eV
Charge = +1

Record 2
Below is 2 unconnected molecules or ions with the total composition C25H29FN3, with properties calculated with wB97M-V/def2-TZVPD.

Last column: Mulliken charge in e.
Element x y z (Å)
C: -1.0401 0.1461 4.3542  -1.228
N: -0.6482 0.1518 2.9506  0.222
C: -0.3872 -1.1592 2.3874  -0.814
C: -0.9789 1.1641 2.0910  0.560
N: -0.9457 0.8813 0.7947  -0.230
C: -1.6572 1.7749 -0.0750  -1.363
C: -2.1127 1.1727 -1.3828  0.197
C: -3.2746 0.3923 -1.3928  -0.535
C: -3.7080 -0.1969 -2.5797  -0.604
C: -2.9634 -0.0270 -3.7536  -0.647
C: -1.8271 0.7872 -3.7444  -0.561
C: -1.4315 1.4306 -2.5718  -0.007
N: -1.2158 2.3957 2.6763  0.240
C: -0.3208 2.9233 3.7044  -1.227
C: -2.1963 3.3557 2.1909  -1.127
H: -1.9165 0.7788 4.5418  0.382
H: -1.2952 -0.8844 4.6229  0.422
H: -0.2159 0.4687 5.0022  0.311
H: -0.3303 -1.0629 1.3009  -0.004
H: 0.5658 -1.5406 2.7749  0.362
H: -1.1944 -1.8556 2.6552  0.441
H: -2.6081 2.0627 0.3961  0.549
H: -1.0731 2.6913 -0.2730  0.348
H: -3.8288 0.2598 -0.4586  0.383
H: -4.6230 -0.7920 -2.5801  0.404
H: -3.2692 -0.5251 -4.6732  0.419
H: -1.2344 0.9150 -4.6502  0.480
H: -0.5754 2.1112 -2.5566  0.427
H: 0.5462 2.2704 3.8500  0.342
H: 0.0417 3.9157 3.3911  0.431
H: -0.8586 3.0454 4.6581  0.360
H: -3.1640 2.8664 2.0071  0.412
H: -2.3576 4.1144 2.9652  0.397
H: -1.8493 3.8699 1.2824  0.309
F: -0.0870 -4.3111 -3.3418  -0.326
C: 0.3180 -2.9999 -3.2403  0.236
C: 0.6825 -2.3328 -4.4097  -0.474
C: 1.1243 -1.0087 -4.2985  -0.701
C: 1.1876 -0.3849 -3.0572  -0.240
C: 0.9191 -1.1036 -1.8646  0.490
C: 1.3305 -0.5926 -0.5663  -0.758
C: 2.5369 -1.0604 0.0261  0.945
C: 2.9938 -0.5676 1.2899  -0.079
C: 4.1854 -1.0193 1.8436  -0.827
C: 5.0009 -1.9291 1.1526  -0.259
C: 4.5896 -2.4186 -0.0965  -0.852
C: 3.3587 -2.0482 -0.6219  -0.181
C: 0.3773 -2.4107 -1.9866  -0.443
H: 0.6103 -2.8347 -5.3724  0.485
H: 1.4235 -0.4589 -5.1938  0.475
H: 1.4837 0.6633 -2.9702  0.473
H: 0.8033 0.2364 -0.1183  0.439
H: 2.3752 0.1699 1.8069  0.461
H: 4.4933 -0.6636 2.8280  0.403
H: 5.9469 -2.2614 1.5804  0.411
H: 5.2232 -3.1093 -0.6575  0.408
H: 2.9969 -2.5052 -1.5474  0.370
H: 0.0738 -2.9508 -1.0902  0.492

Relative energy (zero: lowest compared OMol25 entry of this formula, charge and spin) = 0.0 kcal/mol
Lowest unoccupied orbital energy = -0.2122 Eh
HOMO = -10.48 eV
Charge = +1

Record 3
Below is a molecular structure, C30H50AuP2Se, with properties calculated with wB97M-V/def2-TZVPD.

Last column: Mulliken spin population.
Element x y z (Å)
Au: 2.5108 0.7589 -1.3199  0.002
C: 0.6309 0.9312 2.9085  0.192
C: 1.4457 1.8074 2.1471  0.262
C: -0.7520 2.3417 1.7459  0.144
C: -0.7275 1.2842 2.6856  0.093
C: 0.5945 2.6790 1.4233  0.207
C: 1.1347 -0.0945 3.8471  -0.018
H: 1.9854 -0.6504 3.4206  0.007
H: 0.3499 -0.8189 4.1099  0.004
H: 1.4869 0.3681 4.7868  0.024
C: -1.9173 0.6960 3.3337  0.047
H: -1.6375 -0.0813 4.0490  -0.002
H: -2.5801 0.2524 2.5765  -0.006
H: -2.4949 1.4613 3.8703  -0.002
C: -1.9745 2.9932 1.2319  -0.016
H: -2.4828 3.5815 2.0151  0.032
H: -2.6874 2.2348 0.8676  0.020
H: -1.7407 3.6742 0.4042  -0.003
C: 1.0484 3.7625 0.5262  0.004
H: 1.4795 4.6073 1.0905  0.005
H: 0.2200 4.1567 -0.0741  -0.001
H: 1.8226 3.3898 -0.1645  0.003
C: 2.9233 1.8299 2.1739  -0.008
H: 3.2924 2.1030 3.1742  0.016
H: 3.3215 2.5563 1.4605  -0.001
H: 3.3450 0.8462 1.9290  0.007
C: 2.8827 -1.3094 -1.8058  0.001
C: 3.4135 -0.8932 -0.5121  0.002
C: 4.8763 -0.5308 -0.3708  0.002
C: 5.2983 0.9738 -0.7508  0.000
C: 4.3312 1.7146 -1.6477  0.001
C: 3.9232 1.1399 -2.9070  0.001
C: 4.5195 -0.1205 -3.4399  0.000
C: 3.8015 -1.4676 -2.9722  0.000
H: 5.5107 -1.2148 -0.9608  0.001
H: 6.3255 0.9556 -1.1687  0.000
H: 5.1497 -0.6768 0.6925  0.000
H: 4.5815 -2.2327 -2.7858  0.000
H: 1.9743 -1.9198 -1.8067  0.001
H: 2.8399 -1.2251 0.3723  -0.001
H: 3.2600 -1.8654 -3.8493  0.000
H: 4.4536 -0.1082 -4.5480  0.000
H: 3.4465 1.8012 -3.6470  0.000
H: 5.6063 -0.2228 -3.2412  0.000
H: 5.3798 1.5381 0.1994  0.000
H: 4.1824 2.8039 -1.5265  0.000
P: -0.6303 -2.6940 0.4724  0.007
C: -1.6103 -3.0211 2.0045  0.026
H: -1.6274 -4.1021 2.2101  0.000
H: -2.6323 -2.6446 1.8655  -0.018
H: -1.1451 -2.4898 2.8462  0.002
C: -1.5467 -3.8742 -0.6107  -0.002
H: -1.5989 -4.8496 -0.1085  0.000
H: -1.0103 -3.9760 -1.5650  0.001
H: -2.5541 -3.4812 -0.7977  0.001
C: 0.8097 -3.7731 0.8716  0.004
H: 1.5623 -3.7150 0.0738  -0.001
H: 0.4676 -4.8103 0.9836  0.001
H: 1.2686 -3.4370 1.8106  0.000
P: -0.7408 0.8803 -2.7696  -0.019
C: -0.1296 2.6244 -2.8732  -0.003
H: -0.1810 3.0148 -3.9075  0.000
H: 0.9319 2.6025 -2.5319  0.002
H: -0.6910 3.2784 -2.1823  0.000
C: 0.1058 0.2421 -4.2748  0.000
H: 1.1935 0.4105 -4.1690  0.000
H: -0.2772 0.7361 -5.1847  0.000
H: -0.0552 -0.8448 -4.3248  0.000
C: -2.4966 0.9774 -3.2017  0.032
H: -2.6724 1.2752 -4.2366  0.001
H: -3.0036 1.6534 -2.5076  -0.005
H: -2.9234 -0.0154 -3.0103  -0.007
Se: -3.2972 -0.5499 0.0503  0.815
C: -4.9537 -0.8498 0.8005  -0.044
C: -5.6394 0.1490 1.5446  0.078
C: -6.7972 -0.1691 2.2518  -0.057
C: -7.3269 -1.4704 2.2042  0.130
C: -6.6970 -2.4468 1.4142  -0.058
C: -5.5478 -2.1377 0.6946  0.084
H: -5.2203 1.1554 1.5729  0.004
H: -7.2955 0.5996 2.8454  -0.002
H: -8.2247 -1.7188 2.7698  0.007
H: -7.1085 -3.4548 1.3577  -0.002
H: -5.0580 -2.8839 0.0690  0.004

Relative energy (zero: lowest compared OMol25 entry of this formula, charge and spin) = 69.0 kcal/mol
Lowest unoccupied orbital energy (spin up / spin down) = -0.1388 / -0.1431 Eh
⟨S²⟩ = 2.036
HOMO (spin up / spin down) = -9.39 / -9.28 eV
Charge = +1
2S+1 = 3

Record 4
Below is a single C6H17N3S molecule, with properties calculated with wB97M-V/def2-TZVPD.

Last column: Mulliken charge in e.
Element x y z (Å)
C: 3.8442 -0.3959 -0.2434  -1.259
C: 3.1129 0.4863 0.7513  -0.446
C: 1.6079 0.2059 0.5722  -0.624
C: 0.9165 0.6829 -0.8221  -0.852
C: -0.5022 1.0611 -0.4306  -0.909
S: -1.4935 -0.4456 -0.0475  0.793
N: -1.6156 -1.0829 -1.4175  -0.758
N: -1.0626 -1.4343 1.0790  -0.700
N: -3.1094 0.9210 -0.0344  -0.525
C: -4.3212 0.5405 0.4909  -0.728
H: 3.9002 -1.4039 -0.0321  0.397
H: 4.9129 -0.0930 -0.2108  0.338
H: 3.3926 -0.3089 -1.2080  0.342
H: 3.3292 0.3979 1.7949  0.342
H: 3.3040 1.4946 0.2128  0.197
H: 1.3638 -0.8513 0.7336  0.451
H: 0.9956 0.6717 1.4097  0.362
H: 0.9219 -0.2462 -1.4823  0.358
H: 1.4192 1.4394 -1.2664  0.573
H: -0.6083 1.7160 0.4067  0.565
H: -0.9273 1.5907 -1.2921  0.435
H: -1.5868 -2.0704 -1.3592  0.267
H: -1.2407 -1.0518 2.0351  0.258
H: -3.0730 0.7740 -1.0715  0.291
H: -4.6368 -0.4887 0.2200  0.272
H: -4.1607 0.5071 1.6333  0.230
H: -5.0655 1.2936 0.3976  0.328

Relative energy (zero: lowest compared OMol25 entry of this formula, charge and spin) = 0.0 kcal/mol
Lowest unoccupied orbital energy = 0.0139 Eh
HOMO = -8.76 eV
Structure (SMILES) = CCCCCS(=N)(=N)NC

Record 5
Below is a single C3H6N2S2 molecule, with properties calculated with wB97M-V/def2-TZVPD.

Last column: Mulliken charge in e.
Element x y z (Å)
C: -1.5960 -0.3131 1.2194  -1.044
N: -0.3469 -0.7739 0.7944  -0.398
C: 0.1345 -0.0988 -0.2589  0.493
N: -0.3309 0.9998 -0.9984  -0.450
C: 1.5382 -0.1771 -0.5784  0.328
S: 2.0753 0.4635 -2.0683  -0.337
S: 2.3914 -1.0110 0.5423  -0.150
H: -2.5181 -0.5822 0.5610  0.291
H: -1.9557 -0.7357 2.2191  0.274
H: -1.6803 0.7512 0.9920  0.389
H: 0.2739 1.6195 -1.4945  0.160
H: -1.5894 0.8773 -1.0401  0.307
H: 3.6040 -1.0195 0.1103  0.139

Relative energy (zero: lowest compared OMol25 entry of this formula, charge and spin) = 76.2 kcal/mol
Lowest unoccupied orbital energy = -0.0394 Eh
HOMO = -8.67 eV
Structure (SMILES) = C/N=C(\N)C(=S)S

Record 6
Below is a molecular structure, C14H16NO6Ti, with properties calculated with wB97M-V/def2-TZVPD.

Last column: Mulliken charge in e.
Element x y z (Å)
Ti: 0.1630 0.2197 0.3489  0.262
O: 4.2468 0.6631 0.4208  -0.415
C: 3.0189 1.0807 0.4803  0.706
O: 2.1194 0.5199 -0.1599  -0.580
C: 2.8846 2.3292 1.3313  -0.411
O: 1.5690 2.7577 1.5448  -0.415
C: 0.9810 2.4230 2.8138  -0.650
C: 0.4135 1.0631 2.4855  1.244
O: 1.2075 0.1091 2.3336  -0.525
O: -0.7449 0.9920 1.9207  -0.503
H: 4.3250 -0.1178 -0.1548  0.416
H: 3.3976 3.1109 0.7620  0.410
H: 3.4452 2.1724 2.2554  0.363
H: 0.2156 3.1628 3.0201  0.366
H: 1.7273 2.3839 3.6062  0.381
C: -2.9967 1.1905 -1.4814  -1.306
C: -1.5854 1.4610 -1.9573  0.548
C: -1.2877 2.9274 -2.1859  -1.400
O: -0.6732 0.9604 -0.9574  -0.411
H: -3.7072 1.5188 -2.2397  0.441
H: -3.1976 1.7387 -0.5600  0.318
H: -3.1508 0.1263 -1.3043  0.321
H: -1.3678 0.8812 -2.8575  0.216
H: -1.4755 3.4982 -1.2757  0.338
H: -1.9349 3.3132 -2.9732  0.444
H: -0.2526 3.0744 -2.4919  0.352
N: -1.0995 -6.9552 -0.7219  -0.416
C: -0.9374 -5.8313 -0.5530  -0.120
C: -0.7293 -4.4236 -0.3440  0.487
C: -0.8996 -3.8842 0.9294  -0.835
C: -0.6877 -2.5305 1.1311  -0.351
C: -0.3203 -1.7147 0.0592  1.059
C: -0.1667 -2.2621 -1.2167  -0.153
C: -0.3607 -3.6176 -1.4201  -0.921
H: -1.1892 -4.5266 1.7495  0.462
H: -0.8096 -2.1207 2.1263  0.406
H: 0.1001 -1.6379 -2.0625  0.422
H: -0.2404 -4.0552 -2.4016  0.451

Relative energy (zero: lowest compared OMol25 entry of this formula, charge and spin) = 3.5 kcal/mol
Lowest unoccupied orbital energy = -0.1576 Eh
HOMO = -12.61 eV
Charge = +1